Entry from the Open Molecules 2025 dataset: 6 unconnected molecules or ions with the total composition C18H36BCl2O20S5 (the ωB97M-V functional and the def2-TZVPD basis).

```
82
C18H36BCl2O20S5 | the Open Molecules 2025 dataset | the ωB97M-V functional and the def2-TZVPD basis
Cl -1.0431 2.3257 -3.3720
Cl 1.1051 -1.4083 -2.7725
S -5.7653 5.3530 0.3880
S 0.7740 -8.0727 7.0965
S 2.5775 5.4668 2.5119
S 2.4545 -6.0391 -4.0942
S 0.9322 -5.2951 1.6019
O 2.5031 4.4688 3.5140
O -0.3562 -7.9394 7.9437
O 2.7704 5.1661 1.1443
O 3.6836 6.5537 2.9666
O 0.2528 -4.2206 0.6338
O 1.3235 -5.8982 -3.2469
O 1.2896 6.4243 2.6469
O -7.1760 4.6117 0.6293
O 0.2752 -8.3541 5.5982
O 1.3933 -6.6140 6.8469
O 1.8308 -8.9751 7.3894
O -4.9249 5.0831 1.4939
O -6.0234 6.6709 -0.0712
O 3.0785 -4.5829 -4.3413
O 0.1124 -6.4564 1.6343
O 1.3501 -4.6421 2.7955
O -5.2788 4.4717 -0.8616
O 3.5117 -6.9411 -3.8128
O 1.9425 -6.3103 -5.5924
O 2.2325 -5.6068 0.7190
C 1.5409 -6.3939 5.4334
C -0.5965 4.8098 -0.3230
C -6.1469 3.3503 -1.0414
C 0.3534 0.0658 -3.3991
C 0.5809 1.7260 -0.2779
C -1.6922 5.6171 -1.0463
C 1.2204 -3.7796 -0.3358
C 0.5265 0.3518 -4.8907
C -0.0386 2.6058 0.8369
C 2.0595 -5.1095 -6.3684
C 3.0878 7.8490 3.0508
C 2.0921 -4.9853 -0.5732
C 0.3939 -7.1571 4.8102
C -1.1540 3.5367 0.3553
C -0.3212 0.8748 -2.6132
C 3.2161 -4.3554 -5.7465
C 1.6357 7.5890 3.3948
C -7.4906 3.8135 -0.5161
B -0.5157 0.6818 -1.0040
H 2.2355 -5.3502 -7.4140
H -1.7681 5.3681 -2.1136
H -0.5423 -6.6016 4.8911
H 4.1770 -4.7669 -6.0654
H 0.7346 -3.4385 -1.2462
H 1.1260 -4.5506 -6.2759
H -2.6725 5.3750 -0.5892
H 1.7878 -2.9562 0.1024
H 0.9876 8.4200 3.1270
H -5.7546 2.5164 -0.4554
H 2.5055 -6.8036 5.1249
H 3.1843 8.3348 2.0768
H 0.9003 1.3831 -4.9502
H 3.5915 8.4487 3.8059
H -1.8738 3.0646 -0.3245
H -1.7191 3.8980 1.2339
H 0.9704 2.4094 -1.0560
H 3.0680 -4.7144 -0.9714
H 1.6114 -5.6921 -1.2441
H 3.1873 -3.2909 -5.9651
H 1.5142 7.3607 4.4570
H -0.4301 0.3355 -5.4234
H 1.5094 -5.3340 5.2035
H -1.5342 6.7026 -0.9847
H -1.6539 0.8848 -0.6429
H -0.3455 1.9345 1.6522
H 0.5764 -7.4048 3.7696
H -6.1861 3.0667 -2.0904
H 1.4304 1.1282 0.0857
H 1.2917 -0.2887 -5.3440
H -8.0040 4.4486 -1.2427
H -0.1031 5.4627 0.4116
H -0.2125 -0.4288 -0.6357
H 0.1929 4.4959 -1.0218
H -8.1381 2.9857 -0.2377
H 0.7787 3.2671 1.2175
```

For the highest occupied orbital energy, the calculation gives -4.87 eV. The total charge is -1. Its HOMO-LUMO gap is 6.685 eV. For the LUMO energy, the calculation gives 0.0667 Eh.